Molecular formula: C6H2Cl4
Method: DFT, wB97M-V/def2-TZVPD

Calculated values
**DFT total energy**: -56337.0261 eV
**Energy above the lowest of the compared OMol25 structures with the same formula, charge and spin**: 3.3 kcal per mole
**Highest occupied orbital energy**: -10.21 eV
**Orbital gap**: 9.4 eV

Each atom is followed by the atoms it is bonded to, with distances in Å.
CARTESIAN COORDINATES (ANGSTROEM)
1 Cl 0.19 1.56 -2.24  C5 1.714
2 Cl 1.82 -0.51 -1.03  C5 1.744
3 Cl -0.49 -0.69 1.34  C7 1.794
4 Cl -1.57 1.80 0.30  C7 1.789
5 C 0.30 0.35 -1.03  Cl1 1.714, Cl2 1.744, C7 1.518
6 C 1.91 2.00 1.53  C8 1.197, H12 1.050
7 C -0.11 0.77 0.37  Cl3 1.794, Cl4 1.789, C5 1.518, C8 1.442
8 C 0.97 1.47 1.01  C6 1.197, C7 1.442
9 C -1.09 -1.21 -1.57  C10 1.192
10 C -2.03 -1.88 -1.85  C9 1.192, H11 1.054
11 H -2.78 -2.59 -2.09  C10 1.054
12 H 2.73 2.47 2.00  C6 1.050

Atom charges from the natural (NBO) analysis, given in e for atoms 1 to 5: 0.127, 0.092, 0.067, 0.052, -0.031